# 1
Below is a molecular structure, C25H42Cl2MnO2P2, with properties calculated with ωB97M-V/def2-TZVPD.

Structure (XYZ):
```
74
Properties=species:S:1:pos:R:3:forces:R:3:mulliken_spin:R:1
Mn 0.868 0.282 0.124 -4.4 -1.2 -0.7 4.154
C -0.289 -0.370 1.912 -0.1 1.7 -0.2 -0.132
C -0.293 1.078 1.734 -1.0 -1.1 0.0 0.045
C -1.673 0.111 0.114 0.4 -0.7 1.0 0.051
C -1.146 -0.939 0.906 -0.6 1.2 -0.3 -0.046
C -1.136 1.350 0.580 0.6 -0.5 1.0 -0.111
C 0.240 -1.116 3.085 0.3 -0.3 0.2 0.024
H 1.103 -0.616 3.536 -0.2 -0.1 0.0 0.002
H 0.536 -2.128 2.781 0.0 0.2 0.2 -0.004
H -0.522 -1.227 3.872 0.1 0.1 -0.3 -0.007
C -1.633 -2.335 0.870 0.2 -0.6 -0.4 0.000
H -1.030 -2.995 1.502 -0.1 0.1 -0.1 0.002
H -1.618 -2.718 -0.157 0.0 0.0 0.2 -0.004
H -2.673 -2.391 1.224 0.2 0.1 0.0 -0.002
C -2.782 -0.043 -0.854 0.0 -0.1 -0.6 0.006
H -3.715 -0.290 -0.329 0.2 0.1 0.0 0.002
H -2.570 -0.854 -1.561 -0.1 0.2 0.1 -0.001
H -2.953 0.876 -1.422 0.0 -0.2 0.0 0.002
C -1.604 2.688 0.135 0.1 0.4 -0.4 0.029
H -2.549 2.969 0.626 0.3 -0.2 0.0 -0.010
H -1.797 2.678 -0.946 0.1 0.1 0.2 -0.005
H -0.874 3.473 0.362 -0.2 -0.1 0.0 0.001
C 0.103 2.086 2.750 0.1 0.4 0.3 -0.015
H -0.741 2.298 3.427 0.2 0.0 -0.2 0.003
H 0.389 3.036 2.284 0.0 -0.1 0.2 -0.003
H 0.932 1.737 3.372 -0.1 0.1 0.0 -0.003
C 5.895 -0.068 -0.796 0.5 -0.4 1.0 -0.002
C 5.900 0.235 0.515 1.1 -1.0 -0.9 0.001
C 6.570 1.448 1.085 0.2 0.4 0.3 0.002
C 6.397 2.763 0.268 0.7 -0.3 0.5 -0.001
C 5.093 2.933 -0.440 -0.1 0.5 -1.2 -0.002
C 4.910 2.605 -1.737 0.6 1.1 0.7 0.001
C 5.877 1.811 -2.560 0.3 -0.3 -0.5 0.003
C 6.668 0.686 -1.826 0.1 0.5 -0.6 0.001
H 7.654 1.257 1.195 -0.4 0.0 0.0 0.000
H 7.229 2.844 -0.450 -0.4 0.1 0.3 0.000
H 6.205 1.621 2.110 0.1 -0.1 -0.2 0.000
H 7.580 1.113 -1.379 -0.3 -0.3 -0.1 0.000
H 5.407 -0.982 -1.146 0.3 0.2 0.2 -0.001
H 5.620 -0.534 1.243 -0.2 0.3 -0.3 0.000
H 6.995 -0.029 -2.602 0.0 0.3 0.4 -0.001
H 5.318 1.340 -3.387 0.1 0.2 0.2 0.000
H 4.070 3.003 -2.318 0.1 -0.4 0.5 -0.002
H 6.603 2.489 -3.042 -0.2 -0.2 0.1 0.000
H 6.517 3.597 0.980 0.0 -0.2 -0.3 0.000
H 4.338 3.491 0.117 0.1 -0.1 -0.3 0.002
P 2.831 -0.687 0.240 -0.3 -0.3 -0.4 -0.097
C 3.430 -2.354 -0.019 0.4 -0.5 0.3 0.004
C 3.271 0.150 1.806 0.6 0.3 0.2 0.125
P 1.714 1.656 -1.456 -0.1 -0.1 -0.1 -0.037
C 3.103 0.420 -1.218 0.8 0.6 0.0 0.039
C 1.945 3.371 -0.851 0.3 0.2 -0.1 0.028
C 1.262 1.744 -3.195 -0.2 0.0 -0.3 -0.003
H 3.070 -2.688 -1.009 0.1 0.3 0.4 -0.002
H 2.979 -2.991 0.762 0.2 0.2 -0.3 -0.002
H 4.526 -2.410 0.045 -0.3 -0.1 0.0 0.001
H 4.058 0.903 1.666 -0.3 -0.3 0.2 -0.003
H 3.625 -0.621 2.507 -0.1 0.3 -0.1 0.002
H 2.387 0.644 2.241 0.3 -0.3 -0.2 -0.066
H 2.072 2.151 -3.815 -0.2 -0.1 0.2 0.000
H 0.381 2.398 -3.264 0.3 -0.1 -0.1 0.000
H 0.973 0.747 -3.554 0.1 0.2 0.2 0.002
H 3.288 -0.174 -2.128 -0.4 0.1 0.3 -0.005
H 4.006 0.963 -0.969 -0.2 0.0 -0.2 0.015
H 0.972 3.877 -0.978 0.3 -0.3 0.0 0.004
H 2.702 3.945 -1.401 -0.3 -0.1 0.2 -0.003
H 2.196 3.373 0.221 -0.1 0.0 -0.4 -0.010
Cl -1.616 -3.402 -2.803 0.2 0.2 -0.4 0.000
C -0.286 -2.547 -3.655 0.3 -0.2 0.4 0.007
Cl -0.885 -1.300 -4.767 -0.1 -0.2 0.0 0.000
C 0.632 -1.849 -2.612 0.0 0.0 -0.3 0.011
O 1.839 -2.143 -2.686 -0.6 0.4 0.4 0.001
O 0.027 -1.024 -1.864 1.0 0.1 0.5 0.012
H 0.295 -3.290 -4.213 -0.4 0.3 0.1 0.001
```
Forces are in eV/Å.

As for the charge: +1. The calculation puts the energy above the lowest of the compared OMol25 structures with the same formula, charge and spin at 33.8 kcal/mol. As for the spin multiplicity: 5. The calculation puts the LUMO energy (spin up / spin down) at -0.15076 / -0.12060 Eh.

---

# 2
Below is 4 unconnected molecules or ions with the total composition C21H50O12S, with properties calculated with ωB97M-V/def2-TZVPD.

Structure (XYZ):
```
84
Properties=species:S:1:pos:R:3:forces:R:3:lowdin_charge:R:1
C -1.541 3.652 -0.891 0.7 1.1 -0.3 -0.086
C -2.904 3.872 -1.459 -0.7 -0.9 0.1 -0.262
O -3.045 4.229 -2.893 0.1 1.0 0.5 -0.260
S -3.403 5.770 -3.364 0.6 0.2 3.7 0.627
C -5.072 6.057 -2.688 0.0 -0.1 0.4 -0.123
O -2.496 6.705 -2.675 -1.5 -1.7 -1.3 -0.309
O -3.532 5.716 -4.765 0.3 -0.1 -1.0 -0.263
H -0.945 3.016 -1.546 0.5 0.7 -0.1 0.090
H -1.549 3.126 0.064 -0.6 0.0 0.0 0.084
H -1.251 4.678 -0.663 1.5 -0.3 -0.3 0.080
H -3.308 2.866 -1.349 -1.3 0.4 -0.5 0.116
H -3.340 4.629 -0.808 -0.8 -0.2 -0.4 0.112
H -5.051 6.301 -1.626 0.5 0.3 -0.1 0.059
H -5.772 5.222 -2.728 0.5 -0.3 -0.6 0.069
H -5.497 6.892 -3.245 0.2 0.0 0.0 0.067
C -6.924 1.369 0.157 -0.2 -1.0 -1.0 -0.117
O -6.175 0.218 -0.239 -0.5 -1.1 0.1 -0.222
C -6.981 -1.021 -0.375 1.2 1.4 1.8 -0.137
C -6.024 -2.268 -0.290 -1.1 1.2 -0.2 -0.140
O -5.477 -2.493 1.035 -1.2 0.2 -0.2 -0.120
C -4.076 -2.533 1.117 0.2 0.5 -1.8 -0.204
C -3.503 -3.693 0.383 1.8 -1.5 -2.2 -0.158
O -3.457 -3.714 -1.097 -1.3 -0.1 0.0 -0.211
C -2.595 -2.905 -1.843 1.6 0.3 0.5 -0.142
H -6.195 2.143 0.396 -0.3 0.0 0.0 0.084
H -7.657 1.183 0.942 0.5 -0.2 0.7 0.078
H -7.589 1.640 -0.663 0.2 0.6 -0.4 0.077
H -7.651 -0.919 -1.229 0.5 -0.5 -0.6 0.117
H -7.660 -0.969 0.476 0.0 -0.5 0.3 0.106
H -5.302 -2.129 -1.094 0.5 -0.1 0.4 0.111
H -6.623 -3.128 -0.590 0.0 -0.2 0.2 0.123
H -3.624 -2.597 2.106 -1.0 0.2 0.5 0.133
H -3.741 -1.602 0.658 0.6 0.2 0.0 0.129
H -3.960 -4.666 0.562 -0.7 0.4 0.3 0.133
H -2.478 -3.910 0.685 0.4 0.5 0.3 0.117
H -2.926 -1.923 -2.181 -0.6 0.3 0.8 0.078
H -2.218 -3.297 -2.787 -0.8 -1.2 -0.1 0.080
H -1.647 -2.845 -1.308 0.2 0.7 0.4 0.083
C 3.057 3.828 11.749 2.3 -0.9 1.9 -0.190
O 2.577 4.561 10.713 -0.3 0.7 -2.4 -0.159
C 3.490 4.559 9.565 -1.4 0.6 0.6 -0.135
C 2.966 5.349 8.351 0.6 0.3 1.0 -0.201
O 1.721 4.907 7.960 -0.6 -1.0 1.0 -0.142
C 1.522 4.857 6.609 -1.0 -0.3 -1.9 -0.237
C 0.071 4.444 6.292 1.7 0.4 1.2 -0.189
O -0.080 3.075 6.584 -1.2 -0.4 -0.5 -0.180
C -0.234 2.727 7.954 0.9 0.5 0.3 -0.090
H 2.523 3.897 12.697 -0.7 0.2 -0.5 0.093
H 4.066 4.126 12.032 0.5 0.9 0.2 0.075
H 3.341 2.787 11.599 -1.0 -0.7 -0.8 0.084
H 3.617 3.533 9.220 0.2 -0.2 0.2 0.127
H 4.427 5.009 9.895 0.3 -0.2 -0.1 0.124
H 3.726 5.205 7.582 0.1 -0.2 -0.3 0.126
H 2.869 6.427 8.479 0.4 0.2 0.6 0.132
H 2.072 4.075 6.085 0.8 -0.1 0.2 0.132
H 1.772 5.814 6.151 -0.1 0.3 -0.2 0.127
H -0.050 4.608 5.221 -0.5 -0.1 0.1 0.126
H -0.516 5.096 6.939 -0.8 -0.1 -0.3 0.126
H -0.974 3.295 8.517 -0.3 0.4 -0.4 0.089
H 0.727 2.970 8.408 -0.1 -0.5 0.5 0.073
H -0.502 1.678 8.075 0.2 0.0 -0.5 0.088
C 8.360 -7.113 -7.607 0.3 1.2 0.2 -0.126
O 6.952 -7.139 -7.769 0.4 -1.1 0.8 -0.209
C 6.386 -7.724 -6.557 -1.5 0.6 -1.5 -0.169
C 4.823 -7.722 -6.767 1.4 1.6 0.2 -0.110
O 4.262 -6.365 -6.570 -0.9 -2.5 1.3 -0.130
C 4.564 -5.456 -7.556 2.1 2.1 0.4 -0.231
C 3.937 -4.032 -7.472 -1.9 -0.4 1.4 -0.147
O 3.933 -3.377 -6.152 1.5 -1.8 -1.0 -0.214
C 3.055 -2.279 -6.047 0.9 -1.0 0.2 -0.118
H 8.941 -6.684 -8.423 -0.8 -0.2 -0.8 0.083
H 8.809 -8.085 -7.401 -0.2 -0.1 0.3 0.086
H 8.540 -6.361 -6.839 0.5 -0.4 0.7 0.087
H 6.654 -7.170 -5.657 0.0 0.4 -0.1 0.123
H 6.772 -8.732 -6.401 -0.1 -0.3 -0.3 0.114
H 4.400 -8.448 -6.072 -0.4 0.6 0.3 0.116
H 4.606 -8.076 -7.775 0.0 0.1 -0.2 0.117
H 4.420 -5.906 -8.538 0.0 0.4 -0.3 0.130
H 5.607 -5.177 -7.402 0.5 -0.4 -0.6 0.111
H 2.886 -4.161 -7.732 -0.3 0.4 -0.3 0.107
H 4.422 -3.370 -8.190 0.1 -0.2 -0.2 0.121
H 3.149 -1.960 -5.009 -0.4 0.0 0.0 0.086
H 2.078 -2.704 -6.276 -0.5 1.0 -0.1 0.087
H 3.447 -1.460 -6.650 -0.7 0.2 -0.5 0.084
```
Forces are in eV/Å.

As for the charge: 0. The calculation puts the energy above the lowest of the compared OMol25 structures with the same formula, charge and spin at 0.0 kcal/mol. As for the SMILES: CCOS(C)(=O)=O.COCCOCCOC.COCCOCCOC.COCCOCCOC. The calculation puts the LUMO energy at 0.01709 Eh.

---

# 3
Below is a molecular structure, C12H15BCl2N6NiO2, with properties calculated with ωB97M-V/def2-TZVPD.

Structure (XYZ):
```
39
Properties=species:S:1:pos:R:3:forces:R:3:nbo_charge:R:1
C -1.905 -0.659 -1.699 0.5 1.1 -0.3 0.044
N -1.116 -0.037 -0.765 -0.1 0.4 -1.3 -0.368
N -0.783 1.205 -1.284 -0.4 -0.4 0.3 -0.326
C -1.417 1.386 -2.461 0.5 -0.7 0.9 0.095
C -2.113 0.220 -2.763 -0.2 -0.5 0.1 -0.302
B 0.177 2.173 -0.568 -0.9 0.5 0.0 0.528
N -0.292 2.162 0.913 -0.5 -1.1 0.5 -0.315
N -0.646 0.990 1.596 0.5 2.8 1.4 -0.412
C -0.988 1.354 2.865 0.3 1.1 -1.1 0.021
C -0.938 2.750 2.965 0.0 -0.5 -0.1 -0.301
C -0.528 3.217 1.718 0.1 -0.8 0.1 0.076
Ni -0.714 -0.696 0.933 1.5 -0.1 -6.5 1.359
N 1.654 1.699 -0.804 1.9 2.0 -1.2 -0.302
N 1.935 0.410 -0.477 1.5 -1.6 0.4 -0.135
C 3.203 0.168 -0.777 -0.8 0.0 0.2 -0.059
C 3.790 1.329 -1.339 0.5 -1.5 0.3 -0.007
C 2.762 2.286 -1.348 -3.8 0.3 1.1 0.158
H 3.662 -0.794 -0.599 -0.1 0.1 0.0 0.267
H 2.751 3.303 -1.701 0.0 0.1 0.0 0.270
H 4.792 1.431 -1.677 0.6 0.2 -0.2 0.270
H 0.044 3.283 -0.997 0.1 -0.1 0.0 0.007
H -0.403 4.224 1.328 0.1 -0.3 0.2 0.265
H -1.300 2.339 -2.964 -0.1 -0.3 -0.1 0.262
H -1.161 3.327 3.842 -0.1 0.1 0.0 0.277
H -2.683 0.017 -3.661 0.0 0.1 0.3 0.280
H -1.208 0.618 3.628 -0.2 0.3 -0.2 0.239
H -2.258 -1.667 -1.545 -0.1 0.1 0.1 0.278
H 0.610 -1.129 2.068 0.3 -0.2 0.3 0.256
C -0.284 -1.591 2.551 0.4 -1.0 1.6 -0.800
H -0.287 -1.245 3.581 0.0 0.0 0.0 0.292
H -1.320 -1.248 2.146 -0.7 -1.4 2.4 0.198
H -0.193 -2.669 2.462 -0.2 0.1 0.1 0.306
Cl 0.336 -3.982 -2.578 -0.2 -0.2 0.1 0.030
C -0.269 -4.564 -1.007 0.8 0.2 0.0 -0.303
Cl 1.029 -5.229 0.001 -0.2 -0.1 -0.2 0.038
C -0.843 -3.316 -0.291 -2.7 -1.1 -0.3 0.734
O -2.081 -3.312 -0.153 2.4 0.9 0.3 -0.597
O 0.032 -2.428 0.026 -1.1 1.3 0.8 -0.600
H -1.045 -5.326 -1.165 0.3 0.5 0.1 0.280
```
Forces are in eV/Å.

As for the charge: +2. The calculation puts the energy above the lowest of the compared OMol25 structures with the same formula, charge and spin at 0.0 kcal/mol. As for the spin multiplicity: 3. The calculation puts the LUMO energy (spin up / spin down) at -0.38257 / -0.39750 Eh.

---

# 4
Below is a molecular structure, C3ClO2, with properties calculated with ωB97M-V/def2-TZVPD.

Structure (XYZ):
```
6
Properties=species:S:1:pos:R:3:forces:R:3:nbo_charge:R:1
C -0.020 0.446 0.133 -2.8 -1.4 -2.2 0.057
C -0.542 -0.881 -0.448 0.3 2.6 0.8 -0.263
C 1.101 -0.153 0.492 2.9 -2.6 2.0 0.633
O -0.439 1.609 0.041 0.0 1.4 0.4 -0.759
O 1.934 -0.783 1.046 -0.5 0.8 -0.9 -0.517
Cl -2.033 -0.237 -1.264 0.1 -0.8 -0.1 -0.151
```
Forces are in eV/Å.

As for the charge: -1. The calculation puts the energy above the lowest of the compared OMol25 structures with the same formula, charge and spin at 80.6 kcal/mol. The calculation puts the LUMO energy (spin up / spin down) at 0.14639 / 0.14639 Eh.